Entry 1:
6
Properties=species:S:1:pos:R:3:forces:R:3 method="wB97M-V/def2-TZVPD" orbital_gap_ha=0.4302 smiles="O=COO" fmax_ev_per_a=2.183 e_lumo_ev=0.470 de_lowest_kcal_mol=88.0
C -0.36307 0.72403 0.12939 -0.4 1.1 -0.2
O -0.27422 1.91004 0.23947 0.2 -0.4 -0.1
O 0.36097 -1.40382 -0.55602 0.6 1.9 0.9
O 0.58533 0.07025 -0.62346 -1.0 -1.2 0.3
H -1.23360 0.19510 0.57135 0.8 -0.7 -0.4
H 0.92459 -1.49561 0.23927 -0.3 -0.8 -0.5


Entry 2:
41
Properties=species:S:1:pos:R:3:forces:R:3 method="wB97M-V/def2-TZVPD" orbital_gap_ha=0.3383 smiles=CC1(C)CN1C(F)(F)C(CN1CCCC1)(C(F)(F)F)C(F)(F)F fmax_ev_per_a=3.267 e_lumo_ev=0.739 de_lowest_kcal_mol=0.0
F -3.73701 -0.90806 -1.30854 1.3 1.2 0.4
F -3.20291 0.68606 0.11904 0.3 -0.6 -0.5
F -3.26581 1.11875 -1.99355 0.6 -1.1 0.6
F 0.24062 -1.40827 -2.53237 -1.2 0.9 -0.4
F -1.35130 -0.16355 -3.51164 0.9 -0.2 0.5
F -1.82556 -2.06375 -2.65840 0.7 0.6 0.7
F -0.81356 1.98984 -1.96282 -0.4 -0.6 0.5
F 0.79983 0.77905 -1.29666 0.7 -0.8 -0.1
N 0.20889 -1.87029 0.09765 -1.5 0.2 0.0
N -0.47604 1.58208 0.36113 0.4 -0.8 -2.5
C 1.32004 2.35334 1.84979 -0.4 0.6 0.1
C 1.09210 3.70905 -0.35674 0.1 -0.4 0.9
C -2.89177 0.16235 -1.09444 -0.9 0.4 -0.3
C -1.03459 -0.95660 -2.45740 -0.7 -1.1 -0.8
C 0.23592 -3.36481 0.16405 -1.2 1.5 -0.3
C 1.27094 -1.29416 0.90834 -0.2 0.5 -0.4
C -1.06358 2.84421 0.81558 0.1 -0.2 -0.7
C -1.09756 -1.18350 0.09771 0.9 -0.9 0.2
C -0.47626 1.02337 -1.01681 -0.7 2.5 1.4
C 1.65681 -3.61677 0.50702 1.6 -0.8 -0.6
C 2.04995 -2.46363 1.42665 0.7 -0.4 0.3
C 0.49035 2.62508 0.60006 -1.9 2.2 1.5
C -1.35470 -0.23375 -1.12214 -0.6 -0.5 -0.3
H 0.91878 1.54644 2.48509 0.0 0.3 -0.5
H 1.34236 3.27058 2.47314 0.4 -0.4 -0.4
H 2.31176 2.07492 1.50810 0.4 0.0 0.3
H 1.04194 4.70990 0.13382 -0.1 -0.8 -0.2
H 0.60983 3.77865 -1.31009 -0.5 0.0 -0.4
H 2.14224 3.53440 -0.55987 0.3 -0.3 0.0
H -0.43414 -3.72436 0.95385 -0.1 -0.1 0.0
H -0.09737 -3.78779 -0.80168 0.2 0.1 0.4
H 0.89679 -0.68209 1.73446 -0.2 0.1 -0.1
H 1.89516 -0.66552 0.27512 0.1 0.2 0.1
H -1.69795 3.46122 0.09617 1.4 -0.8 0.8
H -1.52270 2.77839 1.81602 0.4 -0.1 -0.5
H -1.28229 -0.63282 1.02409 0.3 0.3 -0.2
H -1.86631 -1.93814 0.11398 -0.4 -0.4 -0.4
H 1.80879 -4.61315 0.95481 0.0 0.4 -0.2
H 2.25921 -3.56085 -0.43882 -0.4 -0.1 0.8
H 1.77732 -2.63902 2.45923 -0.2 -0.4 0.3
H 3.12175 -2.25682 1.44707 0.0 -0.2 -0.1


Entry 3:
90
Properties=species:S:1:pos:R:3:forces:R:3 method="wB97M-V/def2-TZVPD" orbital_gap_ha=0.3030 smiles="CC(C)=NOC(=O)OP(N)O.CCOC(C)=O.CCOC(C)=O.CCOC(C)=O.CCOC(C)=O.CCOC(C)=O" fmax_ev_per_a=3.513 e_lumo_ev=0.296 de_lowest_kcal_mol=0.0
C 0.59099 -4.35485 -0.50024 -0.7 -0.7 -1.3
C -0.86738 -3.96457 -0.77706 1.4 -0.8 0.4
C -1.91532 -4.76938 -0.01759 0.1 1.0 1.1
N -1.22041 -3.00663 -1.55004 -3.4 -0.9 -0.1
O -0.71765 -3.18652 -2.87994 1.9 1.6 0.4
C 0.37175 -2.40776 -3.14990 -0.4 0.2 -0.1
O 1.33805 -2.91915 -3.57962 1.8 -1.2 -1.1
O 0.30191 -1.07450 -2.97771 -1.3 0.6 1.7
P 1.70301 -0.40803 -2.25900 2.7 0.1 -0.6
N 1.62658 -0.56215 -0.55829 -1.1 0.6 -0.9
O 1.53667 1.23614 -2.51603 -1.1 -1.3 0.6
H 0.68185 -5.44916 -0.46931 0.2 0.3 0.2
H 1.28206 -3.98259 -1.26414 -0.2 0.1 0.3
H 0.82187 -3.90975 0.47681 0.0 -0.2 -0.2
H -2.81060 -4.94710 -0.62032 0.2 0.4 0.0
H -2.19446 -4.26182 0.92089 -0.1 -0.2 -0.2
H -1.50937 -5.74938 0.27029 0.1 0.4 -0.1
H 1.04155 0.14802 -0.11827 -0.2 -0.5 0.4
H 2.55636 -0.56641 -0.15251 0.0 0.0 -0.3
H 0.99637 1.59649 -1.79290 0.0 0.3 -0.3
O 5.62280 1.46156 0.05985 -0.1 -0.1 -0.1
C 5.72696 1.67780 -1.12094 0.3 0.0 -0.1
O 5.07489 0.90603 -1.99507 -0.4 -0.3 0.3
C 4.98631 1.16716 -3.40591 0.3 0.0 -0.3
C 6.21070 0.63751 -4.12804 0.3 -0.2 0.3
C 6.64853 2.75665 -1.63817 -0.3 0.5 -0.1
H 4.80379 2.22077 -3.59570 0.1 0.0 0.1
H 4.10480 0.63413 -3.75680 0.0 0.0 0.3
H 7.12426 1.13225 -3.79072 0.0 0.1 0.0
H 6.11805 0.78327 -5.19808 0.0 -0.1 0.0
H 6.33429 -0.42843 -3.92610 -0.1 0.0 0.0
H 7.66806 2.37257 -1.65464 0.0 0.0 0.0
H 6.59603 3.60532 -0.95812 0.1 -0.2 0.1
H 6.38529 3.12897 -2.62546 0.1 -0.2 -0.1
O -2.19929 -3.54196 3.49231 -0.1 -0.1 -0.2
C -2.96631 -4.35846 3.92170 -0.1 0.2 0.3
O -3.68213 -5.10982 3.06355 0.2 -0.1 -0.4
C -4.49650 -6.21958 3.45242 -0.2 0.0 0.2
C -5.86764 -5.76837 3.91122 0.0 0.2 0.1
C -3.20611 -4.50294 5.40562 0.2 -0.4 0.2
H -3.98595 -6.83308 4.19723 0.0 0.1 0.1
H -4.60026 -6.83745 2.56105 0.1 0.1 -0.1
H -5.80797 -5.13010 4.79358 0.0 -0.1 0.0
H -6.49461 -6.62813 4.15076 0.0 0.0 0.0
H -6.35453 -5.18434 3.12937 0.0 -0.1 0.0
H -3.90381 -3.73046 5.72766 0.0 0.0 0.0
H -2.25645 -4.36492 5.91895 0.0 0.2 -0.1
H -3.58340 -5.47824 5.70341 -0.2 0.1 0.0
O 4.96281 2.54458 -5.84139 -0.2 0.2 -0.4
C 5.05666 2.75366 -7.02162 0.3 0.2 -0.1
O 4.39129 1.96840 -7.88418 -0.4 -0.2 0.2
C 4.29716 2.22173 -9.28929 0.2 0.0 -0.2
C 5.50803 1.69492 -10.03124 0.2 0.0 0.1
C 5.97373 3.82771 -7.55448 -0.3 0.4 -0.1
H 4.11593 3.28104 -9.48064 0.1 0.0 0.1
H 3.40794 1.69060 -9.62640 0.0 0.0 0.2
H 6.42539 2.18920 -9.70925 0.0 0.1 -0.1
H 5.39547 1.84558 -11.10557 0.0 0.0 0.0
H 5.63651 0.62958 -9.83656 -0.1 0.0 0.0
H 6.99311 3.44281 -7.57698 0.0 0.0 0.0
H 5.92760 4.68072 -6.88002 0.1 -0.1 0.1
H 5.70365 4.19486 -8.54134 0.1 -0.1 -0.1
O -1.17801 0.52269 -0.15839 0.3 0.2 0.1
C -1.64547 1.46166 0.43118 -0.5 0.0 0.0
O -1.18796 1.76637 1.65648 0.5 -0.1 0.0
C -1.55385 2.95101 2.37676 -0.3 0.1 0.1
C -2.86400 2.77117 3.11234 -0.2 -0.1 -0.1
C -2.79380 2.25138 -0.14758 0.2 0.5 -0.2
H -1.55939 3.81975 1.71576 -0.1 -0.1 -0.1
H -0.75520 3.11774 3.09837 0.1 -0.2 -0.1
H -3.69011 2.58259 2.42448 0.0 0.1 0.0
H -3.10118 3.65834 3.69970 0.0 0.0 0.1
H -2.80766 1.91257 3.78191 0.1 0.1 0.1
H -3.72241 1.71386 0.04147 0.0 0.0 0.0
H -2.64171 2.33640 -1.22213 -0.1 -0.2 0.0
H -2.87651 3.26440 0.23811 -0.1 -0.1 0.2
O -3.20758 4.47963 6.71922 0.0 -0.1 -0.2
C -3.83188 3.50946 7.04952 -0.2 0.2 0.4
O -4.32670 2.68907 6.10305 0.2 0.0 -0.4
C -4.93855 1.42425 6.37207 -0.2 -0.1 0.2
C -6.40048 1.58071 6.73614 -0.1 0.2 0.1
C -4.14414 3.23542 8.50090 0.3 -0.4 0.2
H -4.37480 0.87379 7.12757 0.0 0.1 0.1
H -4.85661 0.85290 5.44760 0.1 0.2 -0.1
H -6.52884 2.16403 7.64862 0.0 -0.1 0.0
H -6.86602 0.60539 6.88344 0.0 0.0 0.0
H -6.93289 2.10902 5.94433 0.0 -0.1 0.0
H -4.99836 3.84247 8.79927 0.0 0.0 0.0
H -3.27778 3.51932 9.09512 -0.1 0.2 -0.1
H -4.34701 2.19067 8.72361 -0.2 0.0 0.0